Molecular formula: CH6N2O3S
Method: DFT, the ωB97M-V functional and the def2-TZVPD basis

Calculated values
HOMO-LUMO gap: 9.7 eV
Calculated total energy: -774.97806 a.u.
Energy relative to the best compared isomer or geometry (same formula, charge and spin): 3.3070 eV

Element x y z (Å)
C -0.9839 0.5732 0.7535
N -1.9246 -1.5128 0.2696
N 1.8906 1.4098 -0.5311
O 0.6847 -0.4762 -1.6156
O 1.7524 -0.8468 0.6438
O -1.9053 -0.0836 0.0768
S 0.9637 0.0302 -0.2913
H -1.1820 1.6286 0.8573
H -0.5326 0.1625 1.6225
H -2.6671 -1.9315 -0.3214
H -1.0032 -1.9670 -0.2503
H 2.5899 1.6531 0.2266
H 2.3175 1.3605 -1.4402